1.
DFT (wB97M-V/def2-TZVPD) results for a cluster of 10 separate species, C50H130N10O15 in total in a non-equilibrium geometry.

Results
Molecular weight, u: 1111.645
SMILES: COC[C@H](C)N.COC[C@H](C)N.COC[C@H](C)N.COC[C@H](C)N.COC[C@H](C)N.COCCNCCOC.COCCNCCOC.COCCNCCOC.COCCNCCOC.COCCNCCOC
Highest occupied orbital energy, eV: -8.19
Charge: 0
F_max, eV/A: 2.41
Relative energy (zero: lowest compared OMol25 entry of this formula, charge and spin), kcal/mol: 16.4
HOMO-LUMO gap, eV: 8.75

Each line ends with the Mulliken charge.
Geometry (Å):
C: 12.542 -17.997 32.728  -0.91
O: 13.123 -16.889 32.065  -0.16
C: 12.143 -16.134 31.383  -1.08
C: 12.782 -15.246 30.326  1.87
C: 13.591 -14.115 30.951  -1.35
N: 11.782 -14.616 29.450  -0.81
H: 13.362 -18.572 33.156  0.24
H: 12.102 -18.642 31.960  0.35
H: 11.813 -17.711 33.486  0.30
H: 11.379 -16.762 30.908  0.42
H: 11.660 -15.506 32.144  0.32
H: 13.374 -15.917 29.687  -0.71
H: 14.028 -13.403 30.260  0.24
H: 14.390 -14.530 31.574  0.34
H: 12.957 -13.615 31.688  0.29
H: 12.221 -14.044 28.743  0.27
H: 11.265 -15.341 28.959  0.30
C: 13.191 -6.412 28.723  -0.76
O: 12.537 -7.149 29.735  -0.36
C: 13.017 -8.469 29.860  0.15
C: 11.963 -9.283 30.593  0.55
C: 12.439 -10.637 31.096  -1.25
N: 10.856 -9.571 29.670  -0.80
H: 12.953 -6.827 27.742  0.35
H: 14.265 -6.247 28.874  0.26
H: 12.781 -5.408 28.860  0.28
H: 13.143 -8.939 28.878  0.51
H: 13.933 -8.472 30.463  -0.56
H: 11.517 -8.676 31.393  0.28
H: 11.660 -11.148 31.659  0.50
H: 13.297 -10.534 31.768  0.12
H: 12.760 -11.244 30.249  0.34
H: 10.324 -8.755 29.384  0.24
H: 10.161 -10.192 30.065  0.21
C: 21.261 -13.819 22.317  -0.60
O: 21.617 -15.073 21.785  -0.20
C: 22.953 -15.154 21.383  -0.61
C: 23.341 -16.528 20.873  0.63
C: 23.536 -17.563 21.980  -1.09
N: 24.570 -16.484 20.072  -0.71
H: 21.924 -13.499 23.129  0.31
H: 20.258 -13.878 22.737  -0.13
H: 21.273 -13.080 21.507  0.48
H: 23.284 -14.300 20.774  0.34
H: 23.580 -15.026 22.288  0.10
H: 22.482 -16.913 20.292  0.20
H: 22.632 -17.582 22.606  -0.15
H: 24.347 -17.261 22.643  0.39
H: 23.555 -18.597 21.638  0.46
H: 24.399 -15.946 19.226  0.27
H: 24.769 -17.442 19.806  0.27
C: 19.402 -17.752 22.554  0.21
O: 19.545 -18.880 23.388  -0.45
C: 20.396 -18.724 24.508  0.92
C: 20.381 -20.005 25.317  0.38
C: 19.053 -20.185 26.047  -1.34
N: 21.427 -19.943 26.371  -0.66
H: 20.288 -17.264 22.132  -0.19
H: 18.808 -16.978 23.050  -0.25
H: 18.871 -18.140 21.685  0.42
H: 21.415 -18.616 24.110  -0.29
H: 20.150 -17.848 25.118  -0.64
H: 20.590 -20.853 24.653  0.33
H: 18.276 -20.076 25.283  0.39
H: 18.905 -19.375 26.765  0.15
H: 18.922 -21.129 26.574  0.45
H: 21.245 -20.696 27.028  0.24
H: 22.316 -20.203 25.941  0.25
C: 15.384 -13.679 35.379  -0.63
O: 16.563 -13.138 35.910  -0.36
C: 17.696 -13.233 35.084  0.03
C: 18.869 -12.824 35.936  0.21
C: 18.780 -11.351 36.343  -1.47
N: 20.144 -12.956 35.198  -0.65
H: 15.383 -14.778 35.450  0.34
H: 15.179 -13.436 34.327  0.08
H: 14.560 -13.295 35.983  0.33
H: 17.820 -14.259 34.710  0.49
H: 17.631 -12.619 34.178  -0.13
H: 18.896 -13.379 36.879  0.25
H: 17.894 -11.150 36.945  0.34
H: 18.659 -10.716 35.458  0.26
H: 19.693 -10.965 36.795  0.47
H: 20.316 -13.960 35.104  0.26
H: 20.912 -12.667 35.797  0.26
C: 15.569 -17.995 25.778  -0.72
O: 15.781 -18.348 27.117  0.05
C: 14.628 -18.485 27.912  -0.92
C: 15.064 -18.688 29.352  0.33
N: 15.845 -19.908 29.522  -0.44
C: 16.432 -19.924 30.867  -0.17
C: 17.463 -21.039 30.922  -0.72
O: 18.378 -20.887 29.862  -0.35
C: 19.386 -19.943 30.118  -0.65
H: 16.513 -17.971 25.240  -0.02
H: 15.121 -16.989 25.741  0.31
H: 14.856 -18.671 25.290  0.39
H: 14.010 -19.342 27.616  0.35
H: 14.057 -17.554 27.787  0.43
H: 14.196 -18.699 30.014  0.17
H: 15.680 -17.821 29.641  -0.09
H: 16.670 -19.798 28.931  0.22
H: 15.630 -20.091 31.593  0.36
H: 16.872 -18.959 31.159  0.07
H: 16.989 -22.010 30.767  0.34
H: 17.928 -21.167 31.909  0.40
H: 19.905 -19.523 29.262  0.13
H: 20.131 -20.362 30.809  0.39
H: 19.003 -19.118 30.734  0.27
C: 15.858 -9.939 34.972  -0.70
O: 15.579 -8.974 33.985  -0.39
C: 16.777 -8.543 33.365  -0.38
C: 16.513 -7.468 32.324  -0.36
N: 15.915 -6.285 32.970  -0.24
C: 15.177 -5.467 31.985  -0.10
C: 14.906 -4.123 32.634  -0.78
O: 16.185 -3.527 32.784  -0.31
C: 16.205 -2.137 32.977  -0.75
H: 14.982 -10.010 35.619  0.35
H: 16.674 -9.644 35.634  0.33
H: 16.033 -10.928 34.541  0.11
H: 17.238 -9.427 32.903  0.27
H: 17.460 -8.158 34.132  0.36
H: 15.841 -7.878 31.565  -0.32
H: 17.453 -7.294 31.789  0.49
H: 16.742 -5.693 33.100  0.32
H: 14.239 -6.010 31.821  0.26
H: 15.657 -5.267 31.020  0.15
H: 14.284 -4.190 33.531  0.34
H: 14.374 -3.421 31.974  0.40
H: 15.793 -1.632 32.091  0.29
H: 17.224 -1.793 33.130  0.24
H: 15.587 -1.875 33.844  0.30
C: 16.196 -11.697 31.037  0.29
O: 16.369 -12.817 30.198  -0.46
C: 17.314 -13.732 30.674  -0.08
C: 17.471 -14.861 29.661  -1.35
N: 18.093 -14.454 28.407  0.97
C: 18.367 -15.667 27.616  -0.77
C: 18.652 -15.239 26.194  2.31
O: 17.509 -14.644 25.619  -0.64
C: 17.753 -14.212 24.317  0.87
H: 15.546 -11.007 30.501  0.24
H: 17.145 -11.170 31.178  -0.40
H: 15.752 -11.980 31.994  0.16
H: 17.066 -14.179 31.641  0.62
H: 18.283 -13.216 30.723  -0.37
H: 16.432 -15.153 29.436  0.21
H: 18.015 -15.707 30.077  0.53
H: 17.405 -13.926 27.872  0.15
H: 17.677 -16.517 27.694  -0.26
H: 19.306 -15.970 28.087  -0.31
H: 18.956 -16.096 25.580  -0.11
H: 19.489 -14.533 26.240  -1.00
H: 18.489 -13.419 24.155  -0.55
H: 16.829 -13.801 23.901  0.15
H: 17.983 -15.049 23.641  -0.42
C: 19.640 -10.210 29.919  -0.77
O: 19.564 -10.584 28.581  -0.37
C: 18.298 -10.977 28.118  0.46
C: 18.401 -11.466 26.701  0.68
N: 18.661 -10.318 25.812  -0.47
C: 18.618 -10.672 24.398  -0.37
C: 17.246 -10.883 23.790  -0.63
O: 17.448 -11.380 22.483  -0.28
C: 16.247 -11.495 21.764  -0.81
H: 20.652 -10.044 30.288  0.39
H: 19.215 -10.982 30.581  0.07
H: 19.087 -9.267 30.054  0.31
H: 17.511 -10.209 28.143  0.49
H: 17.913 -11.739 28.807  -0.84
H: 17.406 -11.808 26.410  0.48
H: 19.201 -12.203 26.560  -0.79
H: 19.595 -9.975 26.007  0.35
H: 19.365 -11.464 24.212  -0.05
H: 19.076 -9.871 23.804  0.45
H: 16.745 -9.912 23.707  0.60
H: 16.611 -11.566 24.367  0.29
H: 16.464 -11.910 20.782  0.25
H: 15.706 -10.551 21.665  0.32
H: 15.600 -12.236 22.255  0.31
C: 22.670 -15.609 25.095  -0.48
O: 22.602 -14.832 26.264  -0.58
C: 22.195 -13.516 26.006  -0.11
C: 22.004 -12.739 27.327  0.46
N: 22.917 -13.217 28.348  -0.29
C: 22.545 -12.908 29.729  -1.16
C: 21.392 -13.768 30.246  1.08
O: 21.957 -15.057 30.509  -0.51
C: 21.168 -16.144 30.089  -0.11
H: 23.365 -15.141 24.389  0.34
H: 21.677 -15.747 24.650  0.09
H: 23.046 -16.606 25.325  0.33
H: 21.253 -13.484 25.445  -0.34
H: 22.970 -13.016 25.406  0.58
H: 20.956 -13.000 27.551  -0.51
H: 22.116 -11.668 27.162  0.28
H: 23.050 -14.212 28.220  0.31
H: 22.370 -11.840 29.871  0.26
H: 23.477 -13.144 30.248  0.44
H: 20.680 -13.899 29.423  -0.87
H: 20.950 -13.396 31.173  0.48
H: 21.580 -17.125 30.313  0.30
H: 21.038 -16.016 29.010  0.04
H: 20.186 -16.113 30.582  0.17



2.
DFT (wB97M-V/def2-TZVPD) results for a cluster of 2 separate species, C2H3NOS in total in a non-equilibrium geometry.

Results
Molecular weight, u: 89.119
Highest occupied orbital energy (alpha / beta), eV: -9.86 / -9.42
Charge: 0
F_max, eV/A: 4.43
Relative energy (zero: lowest compared OMol25 entry of this formula, charge and spin), kcal/mol: 125.5
HOMO-LUMO gap (alpha / beta), eV: 8.64 / 7.82

Each line ends with the Mulliken charge.
Geometry (Å):
C: 0.562 0.523 -0.262  -0.43
C: -0.388 0.073 0.415  -0.09
N: -2.396 0.370 -0.911  -0.36
O: -4.708 0.012 0.206  -0.46
S: -3.266 -0.165 0.232  0.46
H: 1.552 0.415 0.361  0.20
H: 0.710 0.911 -1.224  0.34
H: -0.499 -0.426 1.387  0.34



3.
DFT (wB97M-V/def2-TZVPD) results for a cluster of 2 separate species, C4H11NO in total in a non-equilibrium geometry.

Results
Molecular weight, u: 89.138
SMILES: CC(N)=O.CC
Highest occupied orbital energy, eV: -9.85
Charge: 0
F_max, eV/A: 1.47
Relative energy (zero: lowest compared OMol25 entry of this formula, charge and spin), kcal/mol: 5.5
HOMO-LUMO gap, eV: 10.70

Each line ends with the Mulliken charge.
Geometry (Å):
C: 0.620 1.575 0.943  -0.72
C: 0.166 0.199 1.350  0.63
N: 1.102 -0.762 1.587  -0.43
O: -1.018 -0.042 1.465  -0.60
H: 0.567 1.568 -0.144  0.05
H: 1.613 1.863 1.281  0.35
H: -0.157 2.234 1.320  0.27
H: 0.704 -1.687 1.667  0.25
H: 2.041 -0.738 1.229  0.22
C: -0.781 0.254 -2.390  -0.72
C: -0.258 -1.189 -2.221  -0.77
H: -0.840 0.467 -3.457  0.35
H: -1.678 0.409 -1.815  0.26
H: -0.013 0.923 -2.021  0.09
H: 0.816 -1.205 -2.053  0.24
H: -0.496 -1.820 -3.087  0.32
H: -0.730 -1.641 -1.343  0.21